Entry from OMol25: an isolated ion of composition C24H27N4O and charge +1 at a distorted geometry (ωB97M-V with the def2-TZVPD basis set).

XYZ file:
```
56
Properties=species:S:1:pos:R:3:mulliken_charge:R:1
O -2.474 -2.421 -0.802 -0.658
C -2.809 -1.480 -0.123 0.393
C -4.211 -1.279 0.429 -0.751
N -4.474 0.138 0.641 -0.148
C -4.938 0.797 -0.581 -0.790
C -6.461 0.572 -0.657 -0.728
C -6.869 0.267 0.795 -0.495
C -5.556 0.404 1.585 -0.845
N -1.986 -0.450 0.251 -0.178
C -0.671 -0.219 -0.078 0.064
C 0.277 -1.222 -0.203 1.684
C 1.572 -0.834 -0.555 -0.858
N 2.030 0.350 -0.781 -0.598
C 1.142 1.362 -0.633 -0.887
C 1.607 2.672 -0.841 -0.463
C 0.754 3.734 -0.715 -0.638
C -0.591 3.518 -0.386 -0.889
C -1.068 2.251 -0.174 -0.448
C -0.220 1.130 -0.281 1.059
N 2.467 -1.999 -0.598 0.584
C 3.337 -2.030 0.622 -0.943
C 4.231 -0.822 0.650 0.593
C 3.949 0.250 1.485 -0.288
C 4.755 1.374 1.468 -0.687
C 5.844 1.435 0.616 -0.491
C 6.133 0.366 -0.217 -0.699
C 5.328 -0.758 -0.202 -0.322
C 1.539 -3.159 -0.702 -0.695
C 0.245 -2.709 -0.015 -0.570
H -4.922 -1.775 -0.243 0.310
H -4.247 -1.799 1.391 0.481
H -4.725 1.866 -0.481 0.420
H -4.405 0.416 -1.453 0.419
H -6.695 -0.264 -1.314 0.269
H -6.963 1.453 -1.047 0.360
H -7.261 -0.746 0.884 0.237
H -7.625 0.955 1.164 0.386
H -5.433 1.433 1.935 0.349
H -5.499 -0.262 2.445 0.424
H -2.535 0.315 0.653 0.320
H 2.647 2.799 -1.095 0.546
H 1.109 4.741 -0.871 0.410
H -1.258 4.362 -0.301 0.444
H -2.112 2.120 0.068 0.281
H 3.094 -1.913 -1.403 0.475
H 3.926 -2.950 0.585 0.473
H 2.683 -2.053 1.496 0.426
H 3.100 0.206 2.153 0.387
H 4.531 2.204 2.121 0.431
H 6.473 2.311 0.604 0.418
H 6.985 0.407 -0.876 0.421
H 5.565 -1.594 -0.846 0.415
H 1.982 -4.045 -0.249 0.354
H 1.347 -3.356 -1.758 0.421
H -0.637 -3.161 -0.470 0.544
H 0.235 -2.960 1.049 0.274
```

Results
E_HOMO = -11.47 eV
SMILES = O=C(CN1CCCC1)Nc1c2c(nc3ccccc13)[N@@H+](Cc1ccccc1)CC2
Gap between HOMO and LUMO = 8.47 eV
Charge = +1
Max |F| = 0.027 hartree/bohr
Energy above the lowest of the compared OMol25 structures with the same formula, charge and spin = 0.00 kJ/mol

---

Entry from OMol25: one molecule with the formula C3H6O2S at a distorted geometry (ωB97M-V with the def2-TZVPD basis set).

XYZ file:
```
12
Properties=species:S:1:pos:R:3:mulliken_charge:R:1
O 1.680 1.001 -0.089 -0.527
C 1.115 -0.016 0.665 -0.441
C -0.304 -0.476 0.351 0.543
O -0.598 -1.814 0.422 -0.525
C -0.947 0.356 -1.011 -0.665
S -1.708 0.562 0.623 -0.122
H 1.277 1.891 0.073 0.327
H 1.746 -0.871 0.330 0.282
H 1.287 0.267 1.763 0.244
H -1.397 -1.950 -0.005 0.336
H -0.449 1.176 -1.519 0.249
H -1.701 -0.127 -1.602 0.297
```

Results
E_HOMO = -9.02 eV
SMILES = OC[C@]1(O)CS1
Gap between HOMO and LUMO = 9.69 eV
Charge = 0
Max |F| = 0.088 hartree/bohr
Energy above the lowest of the compared OMol25 structures with the same formula, charge and spin = 251.12 kJ/mol

---

Entry from OMol25: C35H44CdI2N4O3Si as an isolated structure (ωB97M-V with the def2-TZVPD basis set).

XYZ file:
```
90
Properties=species:S:1:pos:R:3:mulliken_charge:R:1
Cd -1.050 -0.918 0.879 1.197
O -4.688 3.906 4.882 -0.504
C -5.320 2.809 4.235 -0.648
C -4.344 2.089 3.353 0.527
C -4.841 1.151 2.405 -1.370
C -3.928 0.468 1.649 -0.618
N -2.600 0.643 1.721 0.200
C -2.092 1.529 2.650 0.061
C -3.000 2.269 3.468 -0.614
C -0.681 1.635 2.775 0.208
C -0.045 2.581 3.632 -0.782
C 1.308 2.586 3.795 0.708
C 1.965 3.536 4.758 -0.945
O 1.873 3.092 6.115 -0.516
C 2.089 1.628 3.093 -0.979
C 1.431 0.762 2.254 -0.376
N 0.109 0.756 2.054 0.317
H -5.270 4.225 5.577 0.301
H -6.164 3.148 3.627 0.284
H -5.712 2.100 4.972 0.297
H -5.902 0.963 2.295 0.399
H -4.264 -0.265 0.920 0.481
H -2.635 2.963 4.210 0.455
H -0.638 3.309 4.172 0.340
H 1.475 4.508 4.737 0.359
H 3.011 3.679 4.474 0.318
H 2.170 2.176 6.148 0.350
H 3.166 1.579 3.206 0.428
H 1.982 0.007 1.702 0.080
N -2.219 -2.967 -3.008 -0.294
C -1.902 -2.144 -1.971 0.177
O -2.628 -2.047 -0.994 -0.652
C -0.609 -1.355 -2.131 -0.086
C -0.484 -0.134 -1.243 -0.240
H -2.930 -3.654 -2.814 0.353
H -1.486 -3.254 -3.637 0.221
H -0.424 -1.172 -3.203 0.437
H 0.188 -2.037 -1.805 -0.251
H -0.759 1.392 -2.613 0.745
H 1.614 -0.420 -0.946 -0.990
C 2.111 -2.693 0.697 -0.580
Si 3.189 -2.401 -0.559 -0.204
C 0.950 0.362 -1.315 -0.077
N -1.308 1.026 -1.827 0.002
C -2.661 0.700 -2.376 -0.394
C -3.260 1.916 -3.068 -0.871
C -3.372 3.103 -2.115 -0.664
C -2.001 3.402 -1.514 -1.043
C -1.432 2.164 -0.847 0.408
C 2.790 -3.029 -2.257 0.312
C 2.780 -2.172 -3.364 0.029
C 2.347 -2.620 -4.604 -0.678
C 1.931 -3.937 -4.762 -0.478
C 1.964 -4.813 -3.681 -0.652
C 2.393 -4.360 -2.437 -0.483
C 4.613 -1.225 -0.551 0.573
C 4.512 0.060 -0.005 0.203
C 5.600 0.924 -0.022 -0.718
C 6.803 0.515 -0.583 -0.463
C 6.916 -0.756 -1.135 -0.548
C 5.828 -1.616 -1.123 -0.654
H 2.301 -2.416 1.728 0.380
H 1.305 -3.410 0.559 0.145
H 1.262 0.605 -2.349 0.466
H 1.134 1.238 -0.689 0.520
H -3.267 0.375 -1.532 0.215
H -2.563 -0.131 -3.071 0.273
H -4.233 1.632 -3.472 0.399
H -2.630 2.191 -3.923 0.314
H -4.071 2.855 -1.307 0.313
H -3.770 3.976 -2.634 0.455
H -2.062 4.190 -0.763 0.393
H -1.320 3.759 -2.298 0.349
H -2.070 1.804 -0.050 -0.316
H -0.452 2.341 -0.414 0.285
H 3.110 -1.143 -3.252 0.390
H 2.341 -1.944 -5.452 0.442
H 1.598 -4.287 -5.732 0.401
H 1.665 -5.847 -3.808 0.492
H 2.416 -5.044 -1.595 0.594
H 3.581 0.399 0.434 0.037
H 5.505 1.916 0.404 0.437
H 7.653 1.186 -0.592 0.379
H 7.852 -1.077 -1.575 0.384
H 5.928 -2.602 -1.565 0.366
I -1.412 -2.750 2.824 -0.539
C -1.701 -5.726 0.833 -0.733
I -0.691 -5.530 -0.960 0.062
H -2.741 -6.002 0.713 0.335
H -1.123 -6.228 1.597 0.366
```

Results
E_HOMO (alpha / beta) = -7.32 / -4.48 eV
Gap between HOMO and LUMO (alpha / beta) = 7.47 / 4.50 eV
Charge = 0
Max |F| = 0.015 hartree/bohr
Energy above the lowest of the compared OMol25 structures with the same formula, charge and spin = 277.17 kJ/mol

---

Entry from OMol25: C4H16Cl4NO3PSi2 as an isolated structure at a distorted geometry (ωB97M-V with the def2-TZVPD basis set).

XYZ file:
```
31
Properties=species:S:1:pos:R:3:mulliken_charge:R:1
N 1.379 -1.308 4.073 -0.687
P 1.802 0.083 3.295 0.792
O 1.864 -0.248 1.588 -0.520
O 3.379 0.539 3.883 -0.530
Si 0.268 1.678 3.578 0.491
O -1.127 1.145 4.517 -0.340
Si -2.225 0.164 3.502 0.671
H 0.480 -1.164 4.585 0.221
H 1.100 -0.885 1.421 0.338
H 3.387 1.454 4.294 0.325
H -0.259 2.015 2.234 -0.089
H 0.848 2.929 4.095 -0.197
H -1.723 0.057 2.133 -0.111
H -3.614 0.598 3.568 -0.179
H -2.131 -1.205 4.072 -0.127
Cl -1.709 -1.876 0.868 -0.200
C -1.523 -2.650 -0.726 -0.468
C -0.120 -2.480 -1.286 -0.594
Cl 0.225 -0.791 -1.737 -0.132
H -2.279 -2.230 -1.396 0.329
H -1.743 -3.713 -0.588 0.307
H -0.008 -3.079 -2.194 0.339
H 0.642 -2.803 -0.570 0.371
Cl -0.468 -0.158 -4.966 -0.182
C 0.502 1.321 -4.754 -0.420
C 0.295 2.310 -5.889 -0.460
Cl 0.982 1.726 -7.425 -0.186
H 1.553 1.027 -4.662 0.328
H 0.190 1.770 -3.807 0.280
H 0.798 3.253 -5.657 0.310
H -0.767 2.522 -6.051 0.318
```

Results
E_HOMO = -8.94 eV
Gap between HOMO and LUMO = 8.91 eV
Charge = 0
Max |F| = 0.084 hartree/bohr